(1)
The following is a DFT calculation (ωB97M-V/def2-TZVPD) of a molecular structure, C31H33Br2ClNO3PTi at a distorted geometry.

Summary:
**Molar mass**: 741.71 g mol⁻¹
**E_LUMO**: -8.05 eV
**Largest force on an atom**: 3.86 eV/A
**Charge**: +2
**Kohn-Sham gap**: 5.71 eV

XYZ file:
```
73
Properties=species:S:1:pos:R:3:forces:R:3
Br -5.9296 -4.4971 1.7233 0.57 -0.02 0.15
Br -1.2563 -4.8506 -1.5280 -0.20 -0.13 0.63
Ti -0.1327 -0.7339 0.9642 0.52 -2.80 0.01
Cl 6.6572 0.9211 5.2850 0.16 -0.11 -0.11
P 0.3115 0.5581 -1.1785 -0.04 1.69 -3.07
O 0.5297 -0.2152 2.7009 0.19 -0.58 -1.17
O 1.8111 -1.3671 1.2580 -1.92 1.79 1.37
O -0.4591 -2.5539 0.4542 0.94 3.48 -0.21
N -2.1074 -0.8212 1.6980 1.03 1.47 -0.02
C 5.2793 0.3608 4.4666 -2.36 0.64 1.21
C 2.8728 -0.3139 3.1818 0.14 -1.49 -0.57
C 1.6335 0.1379 -3.7931 0.00 1.29 0.91
C -4.0651 -0.4334 2.9507 -1.30 0.62 1.15
C 2.1632 2.0785 0.2029 0.76 -0.22 0.53
C -3.4271 -4.4934 0.3528 -1.39 -0.99 1.00
C -3.7523 -2.5977 1.8718 0.03 1.08 -0.50
C -2.1965 -4.0691 -0.1035 0.19 2.36 0.62
C 1.7202 -0.6822 2.3722 1.21 0.26 0.58
C -2.3627 0.3944 -1.8707 -0.86 -1.14 -0.50
C -2.2703 2.0348 -4.1180 0.77 0.60 -1.36
C 4.1035 -0.5270 2.5610 0.52 1.27 1.45
C -4.1708 -3.8813 1.3798 0.47 0.34 -1.45
C -1.1985 1.0099 -2.1818 1.59 0.61 0.00
C 0.1464 -1.6607 -2.9279 -0.42 1.56 -0.26
C -4.4947 -1.7266 2.7269 0.12 -1.68 -0.50
C 2.4476 -1.2397 -1.7947 -0.07 0.76 0.85
C -3.4208 1.3180 -3.8629 -0.46 -0.28 0.10
C 1.1946 2.2833 -0.9684 -0.66 0.10 1.27
C -1.7663 -2.8713 0.4659 0.45 -0.24 0.84
C 1.1775 -0.5815 -2.4567 1.31 -0.74 0.15
C -2.5432 -2.0318 1.3319 -2.11 -3.23 0.04
C -2.8734 0.0367 2.4562 1.72 -0.52 -0.99
C 1.9487 2.8552 -2.1621 1.34 -0.37 -0.23
C -1.1496 1.8609 -3.3313 1.35 -0.12 0.88
C -2.3149 1.4384 2.6492 1.46 -1.22 0.11
C 5.3014 -0.1208 3.1843 0.21 -1.29 -1.59
C 3.9826 0.4780 5.1576 2.48 0.41 0.22
C -3.4355 0.5489 -2.7406 -1.84 -0.97 1.84
C 2.8469 0.0821 4.5337 -1.68 0.94 0.60
C 0.0837 3.2919 -0.5516 -0.46 -0.74 -0.14
H -4.6664 0.2607 3.5710 0.39 -0.62 -0.45
H 1.6500 -0.6076 -4.5832 0.17 -0.12 0.04
H 3.9769 0.9468 6.1752 -0.03 -0.78 -1.06
H -4.2947 1.2539 -4.5040 0.23 0.59 -0.07
H -4.3701 0.0798 -2.3784 0.50 0.02 -0.79
H -1.4387 1.4533 3.3908 -1.69 0.07 -0.57
H -0.4807 3.0440 0.3607 0.71 0.00 0.21
H 0.8760 0.8867 -4.0764 0.45 -0.54 -0.14
H -1.8346 1.7221 1.7132 -0.05 0.10 -0.29
H -3.1036 2.1507 2.7991 -0.15 0.33 0.63
H 2.6190 0.6913 -3.7629 -1.07 -0.97 0.17
H 0.6450 -2.3656 -3.6311 -0.31 0.42 0.63
H -0.6136 -1.0225 -3.5227 0.75 -1.64 0.93
H 4.1078 -0.9148 1.5811 0.23 -0.40 -0.96
H -5.3885 -2.2076 3.1659 0.37 0.92 -0.11
H 1.9062 0.1938 5.1244 0.69 -0.22 -0.88
H 1.3330 3.0457 -3.0395 0.20 0.07 0.17
H -3.7321 -5.4275 -0.0868 -0.70 -0.15 0.09
H -2.2148 2.6798 -5.0114 0.06 -0.39 0.57
H 2.3053 -2.1858 -1.2694 -0.52 0.01 -0.17
H 6.2256 -0.3055 2.5990 -0.52 0.42 0.79
H -0.7293 3.3072 -1.2663 0.13 0.24 -0.55
H -2.4351 -0.4461 -1.1690 0.03 0.65 0.29
H 1.6479 2.0698 1.1633 -0.23 0.17 0.12
H 2.7343 1.1415 0.1945 -0.12 0.01 -0.42
H 2.7543 2.1418 -2.4255 -0.40 0.51 -0.08
H 3.0406 -0.6214 -1.0543 -0.81 -0.21 -1.00
H 3.0899 -1.4205 -2.6230 0.80 -0.39 -0.53
H 2.4948 3.8075 -1.9028 -0.85 -0.85 0.07
H -0.1505 2.2960 -3.6032 -1.75 -0.13 0.25
H 2.9473 2.8467 0.2709 -0.45 0.08 -0.13
H 0.5024 4.2902 -0.4996 0.10 0.12 0.27
H -0.2880 -2.2040 -2.0592 0.07 0.32 -0.85
```
Positions in Å, forces in eV/Å.

Charges in e, computed with Löwdin, in the same order as the atoms: atom 1 (Br): 0.861, atom 2 (Br): 0.918, atom 3 (Ti): 1.223, atom 4 (Cl): 0.784, atom 5 (P): 1.161, atom 6 (O): -0.077, atom 7 (O): -0.060, atom 8 (O): -0.165, atom 9 (N): 0.027, atom 10 (C): -0.640, atom 11 (C): -0.144, atom 12 (C): -0.063, atom 13 (C): 0.016, atom 14 (C): -0.104, atom 15 (C): -0.127, atom 16 (C): -0.148, atom 17 (C): -0.585, atom 18 (C): -0.452, atom 19 (C): -0.128, atom 20 (C): -0.042, atom 21 (C): 0.024, atom 22 (C): -0.564, atom 23 (C): -0.376, atom 24 (C): -0.087, atom 25 (C): 0.056, atom 26 (C): -0.076, atom 27 (C): -0.052, atom 28 (C): -0.620, atom 29 (C): -0.348, atom 30 (C): -0.604, atom 31 (C): -0.168, atom 32 (C): -0.232, atom 33 (C): -0.070, atom 34 (C): -0.082, atom 35 (C): 0.014, atom 36 (C): -0.064, atom 37 (C): -0.056, atom 38 (C): -0.074, atom 39 (C): -0.016, atom 40 (C): -0.068, atom 41 (H): 0.150, atom 42 (H): 0.092, atom 43 (H): 0.134, atom 44 (H): 0.128, atom 45 (H): 0.128, atom 46 (H): 0.126, atom 47 (H): 0.071, atom 48 (H): 0.050, atom 49 (H): 0.051, atom 50 (H): 0.093, atom 51 (H): 0.097, atom 52 (H): 0.109, atom 53 (H): 0.113, atom 54 (H): 0.109, atom 55 (H): 0.111, atom 56 (H): 0.145, atom 57 (H): 0.067, atom 58 (H): 0.110, atom 59 (H): 0.134, atom 60 (H): 0.082, atom 61 (H): 0.137, atom 62 (H): 0.063, atom 63 (H): 0.096, atom 64 (H): 0.076, atom 65 (H): 0.057, atom 66 (H): 0.081, atom 67 (H): 0.078, atom 68 (H): 0.071, atom 69 (H): 0.125, atom 70 (H): 0.091, atom 71 (H): 0.108, atom 72 (H): 0.102, atom 73 (H): 0.023


(2)
The following is a DFT calculation (ωB97M-V/def2-TZVPD) of a molecular structure, C39H61BN12PPt.

Summary:
**Molar mass**: 934.86 g mol⁻¹
**E_LUMO**: -8.20 eV
**Largest force on an atom**: 0.14 eV/A
**Charge**: +3
**Kohn-Sham gap**: 8.21 eV

XYZ file:
```
115
Properties=species:S:1:pos:R:3:forces:R:3
Pt -0.1733 0.0889 0.2419 0.02 -0.02 -0.01
P 2.5036 2.1167 1.0784 0.00 -0.01 -0.01
N 3.3904 1.2554 -1.4775 0.00 0.00 0.00
N 1.0485 -0.1648 1.8335 0.00 0.00 -0.01
N -1.3274 -2.5009 -0.0083 0.01 0.00 0.02
N -0.2773 2.0602 0.6785 -0.02 -0.01 0.00
N -1.8299 -0.1672 1.4323 0.03 -0.09 0.07
N -1.3388 0.3059 -1.4551 -0.11 0.08 0.04
N -2.8960 -0.7039 0.7417 0.03 0.01 -0.01
N 1.4583 0.4314 -0.9097 -0.04 0.02 -0.02
N 2.7071 0.2207 3.1865 -0.01 0.00 0.00
N 0.4142 4.0433 1.2407 -0.01 0.00 0.01
N -2.1132 -0.8158 -1.6507 0.02 0.01 0.00
N -0.0764 -1.9415 -0.0769 0.00 0.01 -0.13
C -1.7097 0.9588 3.8624 0.02 -0.02 0.01
C -5.8142 -1.0908 -0.3544 0.02 0.03 -0.01
C 4.6628 1.9891 -1.4437 0.00 0.00 0.00
C 0.8017 2.7818 0.9835 0.00 0.01 -0.01
C 2.9741 0.4525 -2.5018 -0.03 0.02 -0.03
C -0.6464 2.2809 -3.1275 -0.03 0.02 0.01
C 1.7570 -0.0534 -2.1473 0.03 -0.02 0.05
C -0.4598 1.8281 3.8884 -0.01 0.02 0.01
C -1.5981 -0.1695 4.9008 0.01 -0.01 -0.01
C 2.0737 0.6523 2.0825 0.01 0.00 0.00
C 0.1631 2.0761 -4.4183 0.00 0.00 0.00
C -2.0915 -6.1561 -0.0258 0.00 -0.01 0.01
C -1.3773 2.8634 0.7573 0.00 0.00 0.00
C -5.8996 -2.0431 1.9734 0.02 -0.02 -0.02
C -2.8641 -4.6363 1.8422 -0.01 0.00 0.00
C 3.2899 -1.9505 0.3759 -0.01 -0.03 0.00
C -1.2304 -3.8201 0.1866 0.00 0.01 0.00
C -1.2488 0.9577 -2.6553 0.08 -0.07 -0.02
C 0.1198 -4.1277 0.2435 0.01 0.01 0.03
C -3.6821 0.1933 2.5816 -0.01 0.06 -0.06
C -2.4721 -0.9066 -2.9372 0.03 -0.02 0.00
C -4.6193 -2.2765 -3.3711 -0.02 0.02 -0.03
C -3.1287 -2.0720 -3.6320 0.00 -0.01 -0.01
C 1.0256 -1.1381 2.7872 -0.01 0.01 -0.01
C -0.9467 4.1089 1.1096 0.00 0.00 0.00
C 0.8321 -2.9484 0.0731 -0.01 0.01 0.08
C -1.9695 0.2116 -3.5763 0.02 0.01 -0.02
C -2.3135 0.3861 2.5840 -0.01 0.05 -0.03
C 2.3403 -3.0445 -0.0979 0.01 0.01 -0.04
C 2.4527 1.2300 -0.5149 0.01 0.00 0.02
C 3.8826 0.8350 3.8184 0.00 0.00 0.00
C -4.0287 -0.4885 1.4258 -0.02 0.04 0.00
C -5.4537 -0.8598 1.1051 0.01 -0.01 0.01
C 1.2654 5.1618 1.6656 0.00 0.00 0.00
C -2.3339 -3.3611 -3.4011 -0.01 0.01 0.02
C 2.0622 -0.8966 3.6412 0.01 0.00 0.00
C 2.6459 -3.4265 -1.5551 -0.01 0.02 -0.01
C -2.4133 -4.7198 0.3773 0.00 0.00 0.00
C 0.1512 3.1856 -2.2002 0.00 0.00 -0.02
B -2.5483 -1.6545 -0.4325 -0.01 -0.02 0.01
H 5.1086 1.9409 -2.4324 0.00 0.00 0.00
H -2.4135 -3.6947 -2.3649 0.00 0.00 -0.01
H -3.0849 -3.6083 2.1393 -0.01 0.00 0.00
H 3.1502 -1.7049 1.4262 -0.01 0.01 0.01
H -1.7535 -6.2198 -1.0606 0.00 0.00 0.00
H -5.3541 -0.3612 -1.0240 0.01 -0.01 0.00
H 3.2289 -1.0510 -0.2298 0.00 0.01 0.00
H -0.8143 -0.8794 4.6366 -0.01 0.00 0.01
H 2.2458 5.0722 1.2063 0.00 0.00 0.00
H -3.0278 -1.8125 -4.6886 0.00 -0.01 0.00
H -0.5247 2.6731 3.2068 0.00 -0.01 0.00
H 4.1695 0.2222 4.6673 0.00 0.00 0.00
H -6.9687 -2.2075 1.8454 0.00 0.00 0.00
H -1.5365 2.8516 -3.4126 -0.01 0.00 0.02
H -2.3716 2.5073 0.5470 0.00 0.00 0.00
H -1.3544 0.2511 5.8764 0.00 0.00 0.00
H 2.0481 -4.2777 -1.8766 0.00 0.00 0.00
H -0.3629 1.4917 -5.1673 -0.01 0.01 -0.01
H 3.5637 0.3113 -3.3920 0.00 0.00 0.00
H -5.0173 -2.9430 -4.1355 -0.01 0.00 0.01
H -5.1780 -1.3422 -3.4218 0.00 0.00 0.01
H -5.5318 -2.0897 -0.6721 -0.01 -0.01 0.00
H -5.3818 -2.9555 1.6714 0.00 -0.01 0.00
H 2.4469 -2.5966 -2.2342 0.00 -0.02 0.01
H 4.7085 0.8718 3.1123 0.00 0.00 0.00
H -6.0076 0.0222 1.4407 -0.02 -0.03 0.04
H 3.6977 -3.6949 -1.6536 0.00 0.00 0.00
H -3.4582 -2.3500 -0.7079 -0.01 0.00 0.02
H 0.2925 -1.9268 2.7898 0.00 0.00 0.00
H -1.3218 -6.5853 0.6178 0.00 0.00 0.00
H 4.4842 3.0302 -1.1873 0.00 0.00 0.00
H -2.9813 -6.7752 0.0773 0.00 0.00 0.00
H -3.7612 -5.2362 1.9922 0.00 0.00 0.00
H 5.3378 1.5321 -0.7237 0.00 0.00 0.00
H 1.0953 -0.7107 -2.6851 0.00 0.00 0.00
H 0.8048 6.0886 1.3364 0.00 0.00 0.00
H -2.5334 -0.7185 4.9937 0.00 0.00 0.00
H -6.8949 -1.0130 -0.4670 0.00 0.02 0.00
H 3.6378 1.8354 4.1676 0.00 0.00 0.00
H -0.3724 2.2393 4.8946 0.00 0.00 0.00
H 1.3588 5.1661 2.7497 0.00 0.00 0.00
H 1.0954 2.7346 -1.8966 0.01 0.00 0.01
H 0.3840 3.0478 -4.8584 0.01 0.00 0.00
H 1.1123 1.5818 -4.2100 0.00 0.00 -0.01
H -2.1280 0.4601 -4.6111 0.00 0.00 0.00
H 0.5543 -5.1070 0.3532 0.00 0.00 0.00
H -1.2776 -3.2331 -3.6455 0.00 0.00 0.01
H -2.0877 -5.0258 2.5034 0.00 0.00 0.00
H 2.5843 -3.9211 0.5069 0.00 -0.01 -0.01
H -3.2262 -4.3522 -0.2529 0.00 0.00 0.00
H -1.4914 5.0247 1.2663 0.00 0.00 0.00
H -4.7997 -2.7428 -2.4064 0.01 -0.02 0.01
H -5.7082 -1.8713 3.0324 0.00 0.00 0.00
H -2.5139 1.6121 4.2089 0.00 -0.01 0.01
H 4.3064 -2.3310 0.2713 0.00 0.00 0.00
H 0.4499 1.2655 3.7040 0.01 0.00 0.00
H -2.7315 -4.1535 -4.0343 0.00 0.00 -0.01
H 2.3886 -1.4261 4.5204 0.00 0.00 0.00
H -0.4148 3.4985 -1.3301 -0.01 0.00 0.01
H 0.3990 4.0891 -2.7575 0.00 0.00 0.00
H -4.3611 0.4997 3.3607 0.00 0.00 0.00
```
Positions in Å, forces in eV/Å.

These are the Löwdin partial charges, in e, on atoms 1 to 99: atom 1 (Pt): 1.614, atom 2 (P): 1.246, atom 3 (N): -0.085, atom 4 (N): -0.106, atom 5 (N): 0.051, atom 6 (N): -0.116, atom 7 (N): -0.046, atom 8 (N): -0.032, atom 9 (N): 0.073, atom 10 (N): -0.108, atom 11 (N): -0.093, atom 12 (N): -0.089, atom 13 (N): 0.058, atom 14 (N): -0.035, atom 15 (C): -0.323, atom 16 (C): -0.056, atom 17 (C): 0.031, atom 18 (C): -0.454, atom 19 (C): 0.000, atom 20 (C): -0.318, atom 21 (C): -0.096, atom 22 (C): -0.036, atom 23 (C): -0.028, atom 24 (C): -0.464, atom 25 (C): -0.039, atom 26 (C): -0.042, atom 27 (C): -0.085, atom 28 (C): -0.028, atom 29 (C): -0.032, atom 30 (C): -0.037, atom 31 (C): -0.177, atom 32 (C): -0.190, atom 33 (C): 0.059, atom 34 (C): 0.039, atom 35 (C): -0.152, atom 36 (C): -0.036, atom 37 (C): -0.326, atom 38 (C): -0.091, atom 39 (C): -0.007, atom 40 (C): -0.203, atom 41 (C): 0.049, atom 42 (C): -0.205, atom 43 (C): -0.325, atom 44 (C): -0.472, atom 45 (C): 0.030, atom 46 (C): -0.151, atom 47 (C): -0.331, atom 48 (C): 0.031, atom 49 (C): -0.026, atom 50 (C): -0.001, atom 51 (C): -0.028, atom 52 (C): -0.353, atom 53 (C): -0.045, atom 54 (B): -0.505, atom 55 (H): 0.111, atom 56 (H): 0.058, atom 57 (H): 0.067, atom 58 (H): 0.057, atom 59 (H): 0.090, atom 60 (H): 0.088, atom 61 (H): 0.045, atom 62 (H): 0.061, atom 63 (H): 0.087, atom 64 (H): 0.144, atom 65 (H): 0.055, atom 66 (H): 0.110, atom 67 (H): 0.098, atom 68 (H): 0.155, atom 69 (H): 0.138, atom 70 (H): 0.098, atom 71 (H): 0.092, atom 72 (H): 0.079, atom 73 (H): 0.155, atom 74 (H): 0.099, atom 75 (H): 0.092, atom 76 (H): 0.052, atom 77 (H): 0.073, atom 78 (H): 0.060, atom 79 (H): 0.102, atom 80 (H): 0.150, atom 81 (H): 0.097, atom 82 (H): 0.112, atom 83 (H): 0.134, atom 84 (H): 0.088, atom 85 (H): 0.098, atom 86 (H): 0.096, atom 87 (H): 0.096, atom 88 (H): 0.107, atom 89 (H): 0.134, atom 90 (H): 0.112, atom 91 (H): 0.091, atom 92 (H): 0.103, atom 93 (H): 0.105, atom 94 (H): 0.105, atom 95 (H): 0.111, atom 96 (H): 0.056, atom 97 (H): 0.098, atom 98 (H): 0.065, atom 99 (H): 0.135